A 11-piece molecular cluster, C25H45Cl3N6O22 overall in a non-equilibrium geometry. Source: OMol25; level of theory: ωB97M-V/def2-TZVPD.

Calculated values
- total charge = -2
- HOMO (eV) = -2.84
- 2S+1 = 1
- LUMO energy (eV) = 2.180
- frontier orbital gap (eV) = 5.02

Each line ends with the Mulliken charge.
Atoms and positions in Å:
C  -1.8498  1.1909  1.3564  -1.61
C  -1.1672  1.2524  0.0113  0.49
C  -0.1390  0.1046  -0.1250  -0.65
N  0.6295  0.1399  -1.4118  1.10
C  -0.2747  0.2109  -2.6193  -1.29
C  1.4400  -1.1424  -1.5882  0.48
C  2.7561  -0.7740  -2.2689  -0.04
C  2.6759  0.7251  -2.5374  -0.80
C  1.6822  1.2439  -1.4925  -0.55
H  -1.1372  1.3242  2.1805  0.40
H  -2.3621  0.2453  1.5581  0.19
H  -2.6391  1.8834  1.6573  0.43
H  -0.6903  2.2290  -0.1228  -0.02
H  -1.8496  1.1859  -0.8383  0.25
H  -0.5907  -0.8823  -0.2544  0.36
H  0.5398  0.0856  0.7271  0.08
H  0.2518  -0.1940  -3.4810  0.31
H  -0.5060  1.2595  -2.7788  0.27
H  -1.1413  -0.4411  -2.4933  0.39
H  0.8462  -1.7658  -2.2562  0.02
H  1.4964  -1.6572  -0.6309  -0.25
H  2.9339  -1.4095  -3.1304  -0.32
H  3.5883  -0.9380  -1.5778  0.35
H  2.3986  0.8566  -3.5835  0.38
H  3.6197  1.2478  -2.3761  0.50
H  1.2594  2.2258  -1.6852  0.07
H  2.1799  1.3438  -0.5252  0.35
Cl  -3.6488  0.4009  -4.6370  1.72
O  -2.3556  0.4207  -5.3079  -0.69
O  -4.6054  1.1446  -5.3740  -0.73
O  -4.0689  -0.9615  -4.4987  -0.61
O  -3.5444  0.9180  -3.3045  -0.65
Cl  -1.5004  -4.0555  -3.3595  1.72
O  -2.7503  -3.7502  -4.0525  -0.67
O  -1.6057  -5.4296  -2.9322  -0.78
O  -0.4132  -3.8049  -4.2802  -0.68
O  -1.4835  -3.2553  -2.1759  -0.54
Cl  -5.2120  -1.8055  -0.4625  1.61
O  -4.9740  -2.4805  -1.7113  -0.63
O  -4.0272  -1.1909  0.0994  -0.50
O  -6.2418  -0.8248  -0.6275  -0.73
O  -5.6624  -2.8023  0.4799  -0.75
C  -6.2575  -0.8792  3.1834  -0.91
N  -4.9318  -1.2016  3.7275  1.01
O  -4.7367  -2.2932  4.2272  -0.59
O  -4.1137  -0.3112  3.7512  -0.48
H  -6.8531  -0.3191  3.9039  0.28
H  -6.8766  -1.7757  3.1146  0.35
H  -6.3198  -0.5119  2.1602  0.31
C  -1.8078  -3.9760  1.2216  -0.37
N  -0.6372  -4.8424  0.9631  1.01
O  -0.7080  -5.9908  1.3467  -0.62
O  0.3692  -4.3668  0.4636  -0.48
H  -1.6579  -2.9143  1.0372  -0.25
H  -2.0074  -3.9398  2.2918  0.39
H  -2.5948  -4.3630  0.5787  0.31
C  2.7898  -3.3331  -5.3693  -0.91
N  1.8122  -2.3253  -5.9213  1.00
O  1.4797  -2.4889  -7.0673  -0.59
O  1.5308  -1.3532  -5.2693  -0.47
H  2.1695  -3.9407  -4.7064  0.33
H  3.6288  -2.9002  -4.8384  0.28
H  3.0331  -3.9876  -6.1996  0.33
C  -4.3832  2.2009  5.4748  -0.71
N  -4.2092  2.8494  4.1249  0.95
O  -5.0646  2.6035  3.3002  -0.48
O  -3.2291  3.5374  3.9544  -0.56
H  -4.4761  3.0394  6.1623  0.31
H  -3.5074  1.5668  5.5607  0.28
H  -5.3290  1.6722  5.4915  0.22
C  6.0939  2.0242  2.5063  -0.86
N  5.0011  1.9675  1.5166  0.91
O  3.8497  1.7801  1.8417  -0.41
O  5.3490  2.1570  0.3585  -0.54
H  6.2763  3.0756  2.7144  0.31
H  6.9201  1.5492  1.9875  0.32
H  5.8315  1.4969  3.4189  0.31
C  4.1698  6.9059  -0.6963  -0.50
C  4.5617  5.5930  -0.4987  -0.33
C  3.6286  4.5674  -0.5365  0.24
C  2.3066  4.8576  -0.8233  -0.17
C  1.8881  6.1922  -0.9773  -0.63
C  2.8141  7.1863  -0.8225  -0.35
H  4.8735  7.7217  -0.6027  0.34
H  5.6151  5.3934  -0.3416  0.39
H  3.8260  3.5192  -0.3677  0.10
H  1.5141  4.1276  -0.9082  0.22
H  0.8391  6.2642  -1.2315  0.39
H  2.4584  8.2107  -0.7809  0.35
C  1.8679  -3.5767  3.1543  -0.73
C  1.4972  -2.9739  4.3448  -0.22
C  1.5034  -1.6211  4.5414  -0.75
C  1.9816  -0.7783  3.5503  -0.03
C  2.5056  -1.3579  2.3981  -0.42
C  2.3720  -2.7424  2.1748  -0.16
H  1.7897  -4.6257  2.9044  0.44
H  1.0821  -3.5832  5.1414  0.32
H  1.0850  -1.2715  5.4768  0.36
H  1.9843  0.3042  3.5740  0.53
H  2.8217  -0.7922  1.5303  0.36
H  2.7233  -3.1001  1.2158  0.33